1.
Here is a cluster of 2 separate species, C4H12NO in total at a distorted geometry from the OMol25 dataset. Energies are from wB97M-V/def2-TZVPD.

Each line ends with the Löwdin spin population.
Element x y z (Å)
C  -1.188  0.258  -2.838  0.0062
C  -0.779  0.370  -1.403  0.0493
C  0.380  0.917  -1.046  0.1613
N  0.771  1.042  0.366  0.1962
H  -0.522  0.791  -3.512  0.0011
H  -1.182  -0.803  -3.111  0.0012
H  -2.212  0.608  -2.977  0.0017
H  -1.425  -0.093  -0.668  0.0092
H  1.116  1.288  -1.742  0.0346
H  0.177  0.380  0.965  0.0251
H  1.749  0.711  0.487  0.1503
H  0.715  2.015  0.755  0.1710
C  0.918  -1.451  2.341  0.0867
O  -0.327  -0.832  1.983  0.0333
H  1.429  -1.847  1.458  0.0312
H  1.522  -0.663  2.794  0.0310
H  0.777  -2.244  3.077  0.0045
H  -0.896  -1.479  1.546  0.0061

Output
- ΔE to the lowest compared entry with this formula, charge and spin (kJ/mol) = 253.39
- multiplicity = 2
- HOMO-LUMO gap (spin up / spin down) (Ha) = 0.13602 / 0.39196

***

2.
Here is the ion C4H12NO with charge +1 at a distorted geometry from the OMol25 dataset. Energies are from wB97M-V/def2-TZVPD.

Each line ends with the Löwdin charge.
Element x y z (Å)
C  1.517  0.320  -0.829  -0.2279
O  2.407  1.044  0.044  -0.1326
C  0.108  0.393  -0.281  -0.1618
C  -0.602  -1.011  -0.424  -0.2306
C  -2.079  -0.888  -0.107  -0.1097
N  0.050  0.974  1.369  0.2048
H  1.448  0.601  -1.841  0.1123
H  2.032  -0.698  -0.931  0.1548
H  3.442  0.780  -0.179  0.2114
H  -0.763  1.106  -0.671  0.1742
H  -0.464  -1.493  -1.343  0.0918
H  0.034  -1.778  0.296  0.1788
H  -2.628  -1.855  -0.432  0.1287
H  -2.200  -0.759  0.968  0.0657
H  -2.535  0.021  -0.389  0.0548
H  -0.828  1.620  1.412  0.1961
H  0.972  1.520  1.438  0.1548
H  0.089  0.106  1.899  0.1343

Output
- SMILES = CC[C@@H]([NH3+])CO
- charge = +1
- ΔE to the lowest compared entry with this formula, charge and spin (kJ/mol) = 284.39
- HOMO-LUMO gap (Ha) = 0.41469

***

3.
Here is a cluster of 2 separate species, C4H12NO in total at a distorted geometry from the OMol25 dataset. Energies are from wB97M-V/def2-TZVPD.

Each line ends with the Löwdin charge.
Element x y z (Å)
O  -0.470  -1.614  0.199  0.0069
C  -1.544  -1.394  1.150  -0.1445
C  -1.837  0.151  1.108  -0.1236
N  -0.664  0.905  0.583  0.3291
C  2.244  0.730  -0.629  -0.1571
C  1.203  0.186  -1.744  -0.1330
H  -0.203  -0.635  0.156  0.0173
H  -2.378  -1.999  0.945  0.1242
H  -1.228  -1.561  2.186  0.1481
H  -2.752  0.254  0.517  0.1713
H  -2.040  0.420  2.177  0.1913
H  2.311  -0.031  0.225  0.0820
H  -0.936  1.859  0.324  0.1326
H  1.864  1.646  -0.196  0.0378
H  3.252  0.864  -1.107  0.0824
H  0.271  0.542  -1.323  0.0016
H  1.747  0.638  -2.744  0.1379
H  1.160  -0.962  -1.826  0.0955

Output
- charge = +1
- ΔE to the lowest compared entry with this formula, charge and spin (kJ/mol) = 809.25
- HOMO-LUMO gap (Ha) = 0.18489

***

no.,calculated total energy (eV)
1,-7875.8902
2,-7871.3435
3,-7865.9037